1.
ORCA calculation (ωB97M-V with the def2-TZVPD basis set) on an isolated molecule of C21H15N3O6 at a distorted geometry.

The HOMO energy is -8.626 eV. Its SMILES is O=C(N/N=C/c1ccc(OC(=O)c2ccccc2)c([N+](=O)[O-])c1)c1ccc(O)cc1. The calculation puts the energy relative to the best compared isomer or geometry (same formula, charge and spin) at 0.0 kcal/mol. The energy is -38772.6748 eV.

Structure (ORCA input):
```
! wB97M-V def2-TZVPD RIJCOSX def2/J DEFGRID3
* xyz 0 1
O -6.797 -1.264 0.210
C -5.627 -0.988 0.062
N -4.690 -2.013 0.058
N -3.391 -1.773 0.037
C -2.505 -2.681 0.130
C -1.111 -2.289 0.061
C -0.078 -3.217 0.211
C 1.242 -2.817 0.152
C 1.579 -1.491 -0.097
O 2.906 -1.164 -0.142
C 3.342 -0.108 0.611
O 2.641 0.425 1.430
C 4.745 0.230 0.328
C 5.356 1.201 1.120
C 6.667 1.563 0.878
C 7.372 0.961 -0.153
C 6.765 -0.002 -0.944
C 5.455 -0.371 -0.709
C 0.545 -0.561 -0.292
N 0.796 0.806 -0.683
O -0.099 1.607 -0.527
O 1.863 1.063 -1.200
C -0.776 -0.959 -0.186
C -5.070 0.374 -0.058
C -5.598 1.375 0.757
C -5.038 2.634 0.775
C -3.937 2.918 -0.031
O -3.377 4.145 0.048
C -3.453 1.943 -0.900
C -4.018 0.685 -0.916
H -5.055 -2.963 0.183
H -2.740 -3.743 0.249
H -0.312 -4.256 0.391
H 2.042 -3.526 0.298
H 4.785 1.658 1.913
H 7.141 2.316 1.490
H 8.397 1.246 -0.343
H 7.318 -0.463 -1.750
H 4.974 -1.114 -1.326
H -1.560 -0.228 -0.311
H -6.436 1.140 1.395
H -5.423 3.409 1.419
H -2.571 4.174 -0.484
H -2.617 2.173 -1.545
H -3.650 -0.054 -1.611
*
```

***

2.
ORCA calculation (ωB97M-V with the def2-TZVPD basis set) on the ion C4H12N3 with charge +1 at a distorted geometry.

The HOMO energy is -13.619 eV. Its SMILES is [H]/N=C/NCCC[NH3+]. The calculation puts the energy relative to the best compared isomer or geometry (same formula, charge and spin) at 78.3 kcal/mol. The energy is -8804.3376 eV.

Structure (ORCA input):
```
! wB97M-V def2-TZVPD RIJCOSX def2/J DEFGRID3
* xyz 1 1
H 1.650 0.520 2.057
N 1.575 -0.116 1.261
C 1.889 0.581 0.192
N 0.927 1.213 -0.544
C -0.009 0.478 -1.407
C -0.406 -0.898 -0.953
C -1.384 -0.979 0.237
N -1.067 -0.084 1.379
H 2.870 0.775 -0.271
H 1.224 2.069 -1.013
H -0.904 1.149 -1.474
H 0.436 0.442 -2.409
H -0.842 -1.392 -1.822
H 0.410 -1.597 -0.722
H -2.382 -0.695 -0.170
H -1.427 -1.997 0.632
H 0.190 0.075 1.466
H -1.370 -0.421 2.289
H -1.381 0.878 1.274
*
```

***

3.
ORCA calculation (ωB97M-V with the def2-TZVPD basis set) on the ion C5H6N3O with charge +1 at a distorted geometry.

The HOMO energy is -14.513 eV. Its SMILES is CC1=N[N+]2(C=C2)C(=O)N1. The calculation puts the energy relative to the best compared isomer or geometry (same formula, charge and spin) at 65.9 kcal/mol. The energy is -11789.0041 eV.

Structure (ORCA input):
```
! wB97M-V def2-TZVPD RIJCOSX def2/J DEFGRID3
* xyz 1 1
C 1.420 2.098 0.138
C 0.581 0.859 0.136
N 0.902 -0.428 0.286
N -0.228 -1.146 0.100
C -0.157 -2.441 -0.673
C -0.400 -2.500 0.581
C -1.313 -0.179 -0.137
O -2.398 -0.545 -0.309
N -0.718 1.008 -0.091
H 1.694 2.153 -0.875
H 2.347 1.971 0.684
H 0.631 2.818 0.565
H -0.221 -2.681 -1.755
H -0.877 -2.876 1.426
H -1.264 1.890 -0.075
*
```

***

4.
ORCA calculation (ωB97M-V with the def2-TZVPD basis set) on the ion C6H16NS with charge +1 at a distorted geometry.

The HOMO energy is -13.131 eV. Its SMILES is CS[C@@](C)([NH3+])C(C)C. The calculation puts the energy relative to the best compared isomer or geometry (same formula, charge and spin) at 28.9 kcal/mol. The energy is -18799.4051 eV.

Structure (ORCA input):
```
! wB97M-V def2-TZVPD RIJCOSX def2/J DEFGRID3
* xyz 1 1
C 3.010 0.272 0.343
S 1.688 -0.730 -0.274
C 0.155 0.286 -0.095
C 0.458 1.390 0.890
N -0.011 0.959 -1.433
C -0.934 -0.771 0.210
C -2.317 -0.299 0.623
C -1.132 -1.958 -0.713
H 3.533 -0.421 0.951
H 2.715 1.061 1.112
H 3.687 0.513 -0.473
H 1.038 2.160 0.463
H 0.918 1.032 1.781
H -0.432 1.827 1.312
H -0.314 0.143 -2.001
H -0.634 1.738 -1.389
H 0.897 1.080 -1.831
H -0.504 -1.134 1.143
H -2.777 0.300 -0.169
H -2.982 -1.039 0.898
H -2.334 0.371 1.474
H -2.040 -2.394 -0.442
H -1.350 -1.690 -1.775
H -0.339 -2.696 -0.607
*
```

***

Number 1: gap between HOMO and LUMO 7.9 eV. Number 2: gap between HOMO and LUMO 9.2 eV. Number 3: gap between HOMO and LUMO 10.3 eV. Number 4: gap between HOMO and LUMO 9.9 eV.